(1)
Here is C48H39N5P2Pd as an isolated structure from the OMol25 dataset. Energies are from the ωB97M-V functional and the def2-TZVPD basis.

## Properties
HOMO energy (alpha / beta): -16.99 / -16.99 eV
LUMO level (alpha / beta): -13.458 / -14.228 eV
multiplicity: 5
charge: +4

Geometry (Å):
Pd 0.20848 0.07935 0.21850
C 0.53748 2.37295 4.05880
C 0.40878 1.38135 3.09190
N 0.16598 1.67285 1.80840
C 0.06588 2.94885 1.44340
C 0.25628 4.03485 2.33500
C 0.47128 3.70305 3.68960
C 0.18308 5.37115 1.85170
C -0.20432 5.66295 0.53980
C -0.43892 4.65265 -0.34440
C -0.29712 4.31655 -2.88680
C -0.38072 2.90965 -3.39140
C 0.04838 1.74765 -2.76760
N 0.66528 1.57215 -1.61470
C -0.20552 3.22325 0.00950
H 0.70368 2.09245 5.08750
H 0.51228 0.33435 3.35580
H 0.58158 4.48315 4.42700
H 0.36438 6.18025 2.54070
H -0.36072 6.69025 0.24620
H -0.59102 4.99135 -3.69020
H -0.74842 2.78705 -4.39950
H -0.11662 0.82755 -3.32340
C -2.72392 0.71005 1.57230
C -2.32912 -0.72565 1.95430
P -2.32902 -1.62055 0.32740
C -3.52532 -2.95145 0.28890
C -4.46132 -3.16065 1.30910
C -5.27512 -4.27395 1.24690
C -5.23302 -5.11735 0.14040
C -4.34122 -4.87425 -0.90470
C -3.50002 -3.78565 -0.84120
C -0.71632 -2.36465 -0.09350
C 0.06038 -1.80635 -1.13950
C 1.13858 -2.54135 -1.64520
C 1.42588 -3.80035 -1.13890
C 0.65918 -4.33865 -0.10790
C -0.40242 -3.62535 0.42200
P -1.98212 0.90565 -0.12290
C -3.38132 0.67495 -1.26560
C -3.32182 -0.22825 -2.33030
C -4.38822 -0.33405 -3.20360
C -5.52282 0.44065 -3.01100
C -5.58852 1.32905 -1.94310
C -4.52232 1.45175 -1.07020
C -1.52112 2.62385 -0.48210
C 1.07548 2.68145 -0.82550
C 1.74998 3.78905 -1.60090
C 1.16198 4.50315 -2.54840
C -1.19852 4.64115 -1.63480
C -2.06852 3.43325 -1.40130
H -2.37272 1.45635 2.28690
H -3.81132 0.80355 1.49050
H -3.01542 -1.15965 2.68040
H -1.31052 -0.76935 2.36950
H -4.53042 -2.49775 2.15700
H -5.95412 -4.48115 2.06200
H -5.91982 -5.94815 0.07490
H -4.32822 -5.52105 -1.76850
H -2.81802 -3.56975 -1.65350
H -0.33582 -0.99305 -1.76000
H 1.71368 -2.14605 -2.47150
H 2.22148 -4.38505 -1.57540
H 0.86238 -5.33455 0.25610
H -1.01842 -4.05925 1.19870
H -2.43262 -0.82845 -2.48240
H -4.33982 -1.02215 -4.03350
H -6.35852 0.35175 -3.68770
H -6.47552 1.92315 -1.78980
H -4.57162 2.15655 -0.25150
H 1.80148 2.30575 -0.09330
H 2.78868 3.95495 -1.35710
H 1.71998 5.22815 -3.12130
H -1.74692 5.56575 -1.80290
H -2.98552 3.27195 -1.94030
N 9.79748 -5.07935 1.29310
C 8.86298 -4.43415 1.17600
C 7.71068 -3.61175 1.14460
C 6.44468 -4.17845 1.33420
C 5.32328 -3.37395 1.27170
C 5.46618 -2.00255 1.05490
C 6.73218 -1.44205 0.86670
C 7.85728 -2.23775 0.92580
N 4.34118 -1.14875 1.08150
C 4.33798 0.11625 1.58990
C 3.07608 0.59765 1.42340
N 2.29918 -0.35395 0.81040
C 3.09738 -1.39575 0.62700
H 6.34928 -5.23445 1.53750
H 4.34728 -3.80515 1.43530
H 6.83978 -0.38785 0.66220
H 8.83888 -1.80785 0.79600
H 5.19068 0.56705 2.05280
H 2.71478 1.55795 1.73620
H 2.82168 -2.31925 0.15730

(2)
Here is C15H19BCl3N9OPdSi as an isolated structure from the OMol25 dataset. Energies are from the ωB97M-V functional and the def2-TZVPD basis.

## Properties
HOMO energy (alpha / beta): -4.01 / -4.86 eV
LUMO level (alpha / beta): 2.901 / 2.863 eV
multiplicity: 2
charge: -1

Geometry (Å):
Pd -0.99092 -0.75731 -0.68314
C 3.35491 -1.12848 0.19430
C 2.20447 -1.39416 -0.56135
N 1.22968 -0.56316 -0.23323
N 1.71371 0.25989 0.71846
C 2.98777 -0.07779 1.00503
B 0.78823 1.19904 1.54891
N 0.00300 0.33029 2.54355
C 0.06654 0.16217 3.88234
C -0.77502 -0.87483 4.21826
C -1.31182 -1.29480 2.98903
N -0.83765 -0.57413 1.99098
N -0.18031 2.00239 0.64168
C -0.44628 3.32288 0.74461
C -1.44758 3.63494 -0.14656
C -1.74424 2.41590 -0.77198
N -0.98655 1.44860 -0.28676
N 1.70080 2.24328 2.22069
C 2.65365 2.95231 1.57375
C 3.09695 3.94393 2.41613
C 2.32739 3.76399 3.57881
N 1.48691 2.75115 3.45318
H 4.30570 -1.63104 0.16353
H 2.01356 -2.15718 -1.29760
H 3.54194 0.44366 1.76633
H 0.67573 0.80976 4.48576
H -0.97672 -1.25880 5.20337
H -2.02097 -2.08149 2.78343
H 0.08390 3.94167 1.44890
H -1.89909 4.59672 -0.31557
H -2.47268 2.19344 -1.53527
H 2.92564 2.71532 0.55863
H 3.85379 4.68307 2.21884
H 2.35035 4.32529 4.50002
Cl -3.36843 -0.53852 -3.67764
Si -3.11237 -0.99195 -1.57453
Cl -4.11221 -2.90830 -1.55073
Cl -4.68706 0.21086 -0.79037
C -0.14276 -1.94196 -3.83281
N -0.98026 -3.07805 -3.49213
C -1.90564 -3.63899 -4.46471
C -0.92328 -3.59033 -2.25554
O -0.20075 -3.17716 -1.35484
H -0.61168 -1.38449 -4.63976
H 0.85890 -2.26454 -4.13405
H -0.06088 -1.28417 -2.96516
H -1.77756 -3.11382 -5.40759
H -2.93827 -3.50746 -4.13964
H -1.70569 -4.69954 -4.63327
H -1.60684 -4.43812 -2.10430

(3)
Here is H10NaO5 as an isolated structure from the OMol25 dataset. Energies are from the ωB97M-V functional and the def2-TZVPD basis.

## Properties
HOMO energy: -15.57 eV
LUMO level: -3.421 eV
multiplicity: 1
charge: +1

Geometry (Å):
Na 29.61098 -9.64309 -2.39586
O 27.78605 -8.28540 -1.04372
H 28.21748 -8.35380 -0.18486
H 27.40088 -7.39900 -1.06248
O 29.07848 -11.44816 -0.90522
H 29.87180 -11.67196 -0.39985
H 28.33565 -11.74029 -0.36107
O 30.77870 -7.52099 -2.87688
H 31.13660 -6.75373 -2.41455
H 31.43622 -7.73354 -3.55281
O 29.60627 -10.55031 -4.80985
H 30.07429 -10.18234 -5.57133
H 30.03108 -11.40274 -4.63655
O 31.06788 -9.53074 -0.54680
H 30.48258 -9.12065 0.10134
H 31.95783 -9.38833 -0.19775

Q: Which energy values were calculated for the entries above? A: -79872.566; -80932.373; -14812.730, in eV.